Entry 1:
{
  "formula": "CHCrFLiO3",
  "method": "ωB97M-V with the def2-TZVPD basis set",
  "elements": ["Cr", "F", "O", "O", "O", "C", "Li", "H"],
  "xyz": [[3.591318, 0.166890, 0.249663], [0.403872, 1.748860, 0.042935], [1.611588, -0.085629, -0.146825], [-1.460104, -0.774178, 0.337730], [-0.544075, -0.142046, -0.507435], [0.572685, 0.499544, -0.175066], [-3.214272, 0.130823, 0.496442], [-0.961012, -1.544264, -0.297446]],
  "forces_ev_per_angstrom": [[-0.43, -0.12, -0.24], [0.61, -0.34, -0.09], [3.57, -0.49, 0.28], [1.85, -3.74, -0.95], [2.20, 3.64, -3.22], [-3.59, 0.91, 1.08], [-0.80, 0.08, 0.06], [-3.42, 0.07, 3.07]],
  "spin_multiplicity": 5,
  "s2": 6.0081,
  "total_charge": 3,
  "orbital_gap_ev": [7.48, 9.28]
}

***

Entry 2:
{
  "formula": "C3H5ClNO2P",
  "method": "ωB97M-V with the def2-TZVPD basis set",
  "elements": ["Cl", "P", "O", "O", "N", "C", "C", "C", "H", "H", "H", "H", "H"],
  "xyz": [[-3.133308, -0.969250, 0.683704], [-2.242980, -0.895381, -1.230364], [-0.999212, -1.963853, -0.884812], [-1.668667, 0.650092, -1.213109], [-0.002856, -1.801819, 1.145377], [0.538462, -0.153431, -0.483694], [-0.523454, 0.963889, -0.418067], [-0.090428, -1.386685, -0.000309], [1.355990, 0.059452, 0.249852], [1.096133, -0.406399, -1.418597], [-0.242738, 1.936227, -0.819669], [-1.021979, 1.083436, 0.534939], [-0.573368, -2.601821, 1.405241]],
  "forces_ev_per_angstrom": [[0.03, 0.17, -0.10], [-0.79, 0.06, -0.33], [-0.39, 1.59, -0.85], [-0.21, -2.37, -1.05], [1.12, -0.68, 2.61], [1.88, 0.62, 0.69], [-0.38, 0.25, -0.83], [-1.06, -0.62, -0.65], [-0.77, 0.10, -0.47], [-0.99, 0.88, 0.15], [0.61, -0.10, 0.30], [1.05, 0.01, 0.94], [-0.10, 0.08, -0.42]],
  "total_charge": 0,
  "smiles": "[H]/N=C1/CCOP(Cl)O1",
  "orbital_gap_ev": 10.68
}

***

Entry 3:
{
  "formula": "CHF2P",
  "method": "ωB97M-V with the def2-TZVPD basis set",
  "elements": ["P", "F", "F", "C", "H"],
  "xyz": [[1.930968, 0.355751, 0.804390], [-1.489605, 1.237990, -0.874417], [-1.221509, -0.837264, -0.737144], [-1.131700, 0.284320, -0.044114], [1.911846, -1.040797, 0.851285]],
  "forces_ev_per_angstrom": [[-0.05, 0.52, -0.06], [0.21, -0.68, 0.31], [-0.01, 0.85, 0.26], [-0.10, -0.20, -0.53], [-0.05, -0.49, 0.02]],
  "total_charge": 0,
  "orbital_gap_ev": [7.30, 7.20]
}

***

Entry 4:
{
  "formula": "C24H29N2O4PSSbSe4Sn",
  "method": "ωB97M-V with the def2-TZVPD basis set",
  "elements": ["Sb", "Sn", "Se", "Se", "Se", "Se", "S", "P", "O", "O", "O", "O", "N", "N", "C", "C", "C", "C", "C", "C", "C", "C", "C", "C", "C", "C", "C", "C", "C", "C", "C", "C", "C", "C", "C", "C", "C", "C", "H", "H", "H", "H", "H", "H", "H", "H", "H", "H", "H", "H", "H", "H", "H", "H", "H", "H", "H", "H", "H", "H", "H", "H", "H", "H", "H", "H", "H"],
  "xyz": [[-4.772742, 2.463231, 0.538322], [-0.001358, 1.457085, -0.425317], [-4.826851, 4.788657, 0.032527], [-5.361191, 1.557305, 2.727419], [-6.453301, 0.906881, -0.313527], [-2.557874, 1.429271, -0.270960], [2.225601, -0.143859, 0.622939], [-0.844634, -1.071694, -1.503845], [0.793291, -0.488965, 0.836875], [2.258928, 0.602166, -0.670892], [3.128220, -1.239847, 0.752404], [2.578847, 0.880488, 1.738537], [2.124216, 2.830656, 3.049865], [0.517492, 2.226503, 1.448063], [0.982589, -3.289883, -1.636368], [2.134229, -3.893187, -2.123652], [-4.060659, -2.434888, 0.531149], [-1.901153, 0.203078, -3.738447], [2.931026, -3.236184, -3.046925], [4.569330, 2.172311, 3.365846], [-2.479171, 0.248332, -5.001162], [-2.918748, -0.919003, -5.602491], [-2.209730, -2.181143, -3.684331], [-2.134227, -3.355544, 1.631604], [0.608963, -2.028225, -2.081979], [1.393750, 2.122310, 4.111386], [-1.759556, -1.010010, -3.075940], [-1.856435, -2.065820, -0.384191], [1.886412, 2.369897, 1.737987], [-3.241854, -1.897991, -0.447440], [3.470786, 3.226335, 3.463952], [0.288975, 2.981693, 4.707988], [2.599945, 3.199745, 0.673330], [-2.788005, -2.135033, -4.940098], [1.413741, -1.376790, -3.015431], [2.566050, -1.973479, -3.493352], [-1.305856, -2.785894, 0.675355], [-3.507516, -3.170087, 1.569833], [-3.130944, -3.048386, -5.409496], [-0.410062, 3.290500, 3.931159], [-3.367818, -0.885756, -6.587119], [-1.570976, 1.117988, -3.262113], [0.381590, -3.818606, -0.912326], [1.148182, -0.381372, -3.354185], [3.190357, -1.444114, -4.201688], [4.761551, 1.886061, 2.333803], [-3.692994, -1.320786, -1.244936], [2.414154, -4.874888, -1.763452], [-2.098533, -3.130206, -3.172622], [0.706641, 3.884752, 5.157690], [2.104369, 1.826935, 4.886867], [-2.585317, 1.197951, -5.509381], [3.315997, 2.612244, 0.108156], [3.367816, 3.543757, 4.503318], [0.071037, 1.621202, 2.130022], [-5.124319, -2.240779, 0.489296], [1.860725, 3.614601, -0.010841], [3.111696, 4.042878, 1.126372], [4.300440, 1.264030, 3.906258], [3.775304, 4.119771, 2.916609], [-1.696613, -3.917759, 2.446773], [-0.234572, -2.852680, 0.796389], [-4.144933, -3.566692, 2.349918], [0.987942, 1.183997, 3.729195], [5.491261, 2.573029, 3.794097], [3.836667, -3.701782, -3.414241], [-0.260178, 2.435689, 5.477447]],
  "forces_ev_per_angstrom": [[-0.20, 0.44, 0.16], [0.13, -0.24, 0.01], [0.06, 0.00, 0.00], [0.09, -0.07, 0.00], [0.21, -0.08, -0.01], [-0.36, -0.45, -0.29], [-0.27, 0.23, 0.38], [0.30, -0.02, -0.24], [-0.14, -0.04, -0.15], [0.00, 0.01, 0.22], [0.11, -0.05, -0.19], [0.28, -0.05, -0.30], [0.16, -0.45, 0.21], [0.37, -0.01, -0.16], [-0.05, -0.06, -0.04], [0.04, 0.02, -0.01], [0.01, -0.01, -0.04], [-0.02, 0.00, 0.02], [-0.03, -0.03, 0.00], [0.02, -0.01, 0.02], [0.02, 0.01, -0.01], [-0.01, -0.01, 0.01], [0.00, -0.01, 0.01], [-0.02, 0.00, 0.00], [-0.04, 0.08, 0.25], [-0.06, 0.05, -0.05], [-0.08, 0.08, -0.03], [-0.04, 0.00, 0.08], [-0.45, 0.46, 0.14], [-0.04, -0.13, -0.07], [-0.04, 0.07, -0.08], [0.01, 0.02, -0.02], [0.17, -0.02, 0.04], [-0.01, 0.00, -0.03], [0.05, 0.05, 0.04], [0.00, 0.01, -0.03], [0.00, 0.08, 0.06], [0.00, 0.02, 0.03], [-0.01, 0.00, 0.01], [-0.01, -0.01, 0.01], [-0.01, 0.00, 0.00], [-0.02, 0.00, 0.01], [-0.04, -0.01, -0.02], [0.00, 0.00, 0.00], [-0.01, -0.01, -0.01], [0.00, 0.01, 0.01], [0.03, 0.05, 0.03], [0.00, 0.00, 0.00], [0.01, 0.00, 0.00], [0.00, 0.00, 0.00], [0.00, -0.01, 0.00], [-0.01, 0.00, 0.01], [-0.01, -0.03, 0.01], [0.02, 0.05, -0.01], [-0.12, 0.12, 0.02], [0.00, -0.01, 0.01], [0.00, -0.04, -0.03], [-0.02, 0.02, -0.02], [-0.01, 0.00, -0.01], [0.00, 0.00, 0.01], [0.00, 0.03, 0.02], [0.01, 0.04, 0.00], [0.00, -0.04, -0.02], [0.03, -0.02, 0.02], [0.00, -0.01, 0.02], [0.01, 0.00, 0.01], [0.00, 0.00, 0.00]],
  "total_charge": -1,
  "orbital_gap_ev": [6.09, 5.06]
}

***

Entry 5:
{
  "formula": "C5H12N2OS",
  "method": "ωB97M-V with the def2-TZVPD basis set",
  "elements": ["S", "O", "N", "N", "C", "C", "C", "C", "C", "H", "H", "H", "H", "H", "H", "H", "H", "H", "H", "H", "H"],
  "xyz": [[1.489885, 1.651570, 0.133520], [-0.913590, -1.183964, -0.023434], [-2.147185, 1.877876, -0.731926], [-1.332071, 0.818597, -0.764610], [-3.243621, -0.486557, 0.223531], [2.490779, -0.562890, 1.364622], [1.975495, -0.724483, -1.081817], [-1.781916, -0.373104, -0.200405], [2.501569, 0.184860, 0.097353], [3.480675, 0.479366, 0.011167], [-3.870353, -0.193156, -0.609588], [2.006138, -0.140193, -1.932699], [2.362840, 0.224657, 2.182963], [1.600181, -0.946836, 1.562300], [3.330983, -1.229381, 1.364446], [-2.718650, 2.033981, 0.070583], [-1.964502, 2.665882, -1.244293], [-3.406909, 0.198467, 1.034893], [-3.376566, -1.546392, 0.527218], [1.027529, -1.131086, -0.818404], [2.489298, -1.617205, -1.165422]],
  "forces_ev_per_angstrom": [[-1.37, 0.22, -0.29], [-0.49, -1.54, 0.44], [-0.02, -3.30, 1.66], [0.08, 2.41, -1.05], [1.06, -1.22, -0.71], [1.80, 3.29, 1.71], [0.37, 1.10, 2.50], [0.57, 1.14, 0.83], [-3.13, -1.51, -1.22], [2.44, 1.12, -1.15], [-0.32, -0.13, -0.07], [-0.28, 0.73, -2.07], [1.65, -0.93, -0.46], [-3.89, -2.91, 0.15], [0.26, -0.44, 0.78], [-0.39, 0.08, 0.61], [1.08, 1.82, -1.71], [-0.19, 0.17, 0.58], [-0.24, 0.87, -0.13], [-1.08, 0.66, 0.01], [2.08, -1.62, -0.39]],
  "total_charge": 0,
  "orbital_gap_ev": [5.01, 5.03]
}

***

Entry 6:
{
  "formula": "C3H5N3O",
  "method": "ωB97M-V with the def2-TZVPD basis set",
  "elements": ["O", "N", "N", "N", "C", "C", "C", "H", "H", "H", "H", "H"],
  "xyz": [[-3.212156, 1.872903, -0.333257], [-0.375350, -1.164130, 0.179028], [-0.034789, 0.961632, -0.699307], [-1.316472, -0.855202, 0.921796], [0.483477, -0.057347, -0.157403], [-3.135801, 0.807222, -0.717876], [1.931625, -0.343394, 0.131545], [0.690385, 1.633913, -0.956178], [2.150306, -0.102243, 1.179026], [-1.877985, -1.713133, 1.042735], [2.588011, 0.254510, -0.508358], [2.145748, -1.405385, -0.020141]],
  "forces_ev_per_angstrom": [[0.05, -1.21, -0.45], [-0.46, 0.16, 0.25], [0.28, -0.29, 0.11], [0.43, -0.29, -0.28], [0.07, 0.29, -0.08], [-0.16, 1.26, 0.42], [0.07, 0.02, -0.02], [-0.09, -0.08, 0.02], [-0.05, -0.06, -0.15], [0.03, 0.11, 0.03], [-0.15, -0.08, 0.13], [-0.03, 0.17, 0.02]],
  "total_charge": 0,
  "orbital_gap_ev": 9.88
}

***

Number 1: DFT total energy -1414.8804 a.u.. Number 2: DFT total energy -1124.1376 a.u.. Number 3: DFT total energy -579.5979 a.u.. Number 4: DFT total energy -12142.3460 a.u.. Number 5: DFT total energy -780.4526 a.u.. Number 6: DFT total energy -356.7520 a.u..